Entry 1:
# C51H71AsAuN5O5Si3Te

A structure of composition C51H71AsAuN5O5Si3Te (ωB97M-V with the def2-TZVPD basis set, the Open Molecules 2025 dataset).

Geometry as ORCA input:
```
! wB97M-V def2-TZVPD RIJCOSX def2/J DEFGRID3
* xyz 1 2
Au -0.73 0.59 0.52
C -4.93 -2.52 1.27
O -5.22 -1.16 0.93
C -4.18 -0.30 1.01
O -3.07 -0.61 1.38
N -4.60 0.94 0.63
N -3.76 2.04 0.73
H -5.84 -3.08 1.05
H -4.70 -2.61 2.33
H -4.10 -2.90 0.68
H -5.56 1.04 0.33
H -4.07 2.65 1.47
H -3.73 2.54 -0.14
C -3.55 -0.83 4.56
Si -2.49 0.71 4.69
C -1.66 0.67 6.39
C -3.67 2.19 4.72
As -0.74 0.84 3.04
Si 0.43 -1.21 3.44
C 1.26 -1.31 5.13
C 1.69 -1.74 2.14
C -0.92 -2.53 3.35
Si 0.15 3.05 3.43
C -1.32 4.17 3.03
C 1.55 3.84 2.46
C 0.62 3.13 5.25
H -4.56 -0.64 4.92
H -3.14 -1.65 5.14
H -3.62 -1.16 3.52
H -2.36 0.32 7.15
H -1.31 1.66 6.69
H -0.80 0.00 6.39
H -4.54 1.93 5.32
H -4.03 2.46 3.72
H -3.21 3.06 5.17
H 1.77 -0.37 5.36
H 2.01 -2.11 5.13
H 0.54 -1.53 5.92
H 2.68 -1.34 2.36
H 1.41 -1.41 1.13
H 1.76 -2.83 2.13
H -1.36 -2.72 4.33
H -0.51 -3.48 2.99
H -1.72 -2.22 2.67
H -1.52 4.16 1.95
H -1.08 5.20 3.31
H -2.23 3.89 3.55
H 1.53 3.59 1.40
H 2.52 3.54 2.85
H 1.46 4.93 2.56
H -0.23 3.38 5.88
H 1.39 3.89 5.42
H 1.03 2.17 5.58
O 2.43 1.00 2.95
C 2.60 1.19 1.75
N 3.85 1.41 1.21
C 3.79 1.49 -0.22
C 2.24 1.50 -0.42
O 1.69 1.67 -1.50
N 1.63 1.26 0.77
C 4.35 0.22 -0.84
C 3.54 -0.59 -1.56
C 4.05 -1.77 -2.31
C 5.36 -2.25 -1.78
C 6.13 -1.43 -1.02
C 5.69 -0.16 -0.59
C 4.42 2.74 -0.81
C 4.98 3.72 0.00
C 5.54 4.86 -0.56
C 5.53 5.04 -1.94
C 4.95 4.07 -2.75
C 4.39 2.93 -2.19
H 4.69 1.22 1.73
H 2.49 -0.34 -1.68
H 3.29 -3.53 -3.29
H 5.73 -3.21 -2.13
H 7.12 -1.77 -0.72
H 6.36 0.49 -0.04
H 4.99 3.59 1.07
H 5.98 5.62 0.08
H 5.97 5.93 -2.38
H 4.93 4.21 -3.83
H 3.93 2.18 -2.82
C -5.21 -5.42 -4.44
C -4.27 -4.27 -4.16
C -4.60 -3.25 -3.28
C -3.72 -2.21 -3.00
C -4.19 -1.08 -2.13
C -2.46 -2.21 -3.60
Te -0.97 -0.72 -3.28
N -1.18 0.50 -1.69
C -1.74 1.53 -2.37
O -2.39 1.25 -3.42
C -1.41 2.97 -2.11
C -1.44 3.79 -3.24
C -0.89 5.07 -3.20
C -0.33 5.54 -2.03
C -0.34 4.75 -0.89
C -0.87 3.47 -0.92
C 0.52 -2.04 -2.44
C 0.30 -2.80 -1.26
C -1.01 -2.77 -0.57
C 1.33 -3.62 -0.77
C 2.57 -3.66 -1.32
C 3.62 -4.54 -0.75
C 2.89 -2.85 -2.53
C 1.73 -2.10 -3.10
C 2.04 -1.33 -4.34
C -2.14 -3.19 -4.57
C -0.87 -3.14 -5.39
C -3.04 -4.21 -4.80
H -6.14 -5.33 -3.89
H -4.73 -6.36 -4.18
H -5.44 -5.46 -5.51
H -5.58 -3.24 -2.81
H -4.80 -1.43 -1.31
H -4.80 -0.40 -2.73
H -3.35 -0.50 -1.74
H -1.86 3.41 -4.15
H -0.89 5.67 -4.09
H 0.13 6.52 -2.00
H 0.09 5.13 0.03
H -0.85 2.86 -0.03
H -1.41 -1.75 -0.54
H -0.92 -3.13 0.46
H -1.72 -3.40 -1.11
H 1.12 -4.23 0.10
H 3.19 -5.22 -0.01
H 4.39 -3.94 -0.26
H 4.10 -5.14 -1.53
H 4.26 -1.42 -3.33
H 2.88 -1.76 -4.87
H 2.29 -0.29 -4.08
H 1.20 -1.28 -5.03
H -0.75 -2.16 -5.84
H -0.92 -3.87 -6.20
H 0.01 -3.37 -4.78
H -2.79 -4.97 -5.54
*
```

## Properties
HOMO (alpha / beta) = -0.3286 / -0.3287 hartree
E = -167179.49635 eV
Energy relative to the best compared isomer or geometry (same formula, charge and spin) = 338.3 kJ/mol
Expectation value of S² = 0.788
Largest force on an atom = 1.0 eV Å⁻¹

---

Entry 2:
# C3H10NOS

A cluster of 2 separate species, C3H10NOS in total (ωB97M-V with the def2-TZVPD basis set, the Open Molecules 2025 dataset).

Geometry as ORCA input:
```
! wB97M-V def2-TZVPD RIJCOSX def2/J DEFGRID3
* xyz 1 1
O -1.94 0.24 1.39
C -2.64 0.99 2.06
H -3.62 1.36 1.68
H -2.43 1.24 3.10
C 0.61 0.02 -1.29
C 1.58 -1.02 -0.69
S 1.74 -2.35 -1.93
N 0.21 0.95 -0.12
H -0.36 -0.37 -1.62
H 1.15 0.64 -2.00
H 1.24 -1.33 0.29
H 2.53 -0.59 -0.40
H 1.72 -3.34 -1.02
H -0.21 1.88 -0.43
H 0.98 1.23 0.53
H -0.54 0.44 0.45
*
```

## Properties
HOMO = -0.4691 hartree
E = -17638.29091 eV
Energy relative to the best compared isomer or geometry (same formula, charge and spin) = 112.6 kJ/mol
Largest force on an atom = 1.8 eV Å⁻¹

---

Entry 3:
# CH8N2O

A structure of composition CH8N2O (ωB97M-V with the def2-TZVPD basis set, the Open Molecules 2025 dataset).

Geometry as ORCA input:
```
! wB97M-V def2-TZVPD RIJCOSX def2/J DEFGRID3
* xyz 0 1
N -2.33 -0.53 -0.74
H -2.82 -0.14 0.06
H -1.89 0.15 -1.30
H 1.48 0.88 2.74
H -3.10 -0.76 -1.46
N 1.62 -0.73 -1.40
C 1.59 0.19 -0.43
O 0.39 0.06 0.29
H 0.78 -1.27 -1.28
H 1.93 0.29 2.93
H -0.11 1.25 0.29
H 2.45 0.60 0.30
*
```

## Properties
HOMO = -0.3659 hartree
E = -6190.16435 eV
Energy relative to the best compared isomer or geometry (same formula, charge and spin) = 411.4 kJ/mol
Largest force on an atom = 7.1 eV Å⁻¹

---

Entry 4:
# C8H21NOP2RuS

A structure of composition C8H21NOP2RuS (ωB97M-V with the def2-TZVPD basis set, the Open Molecules 2025 dataset).

Geometry as ORCA input:
```
! wB97M-V def2-TZVPD RIJCOSX def2/J DEFGRID3
* xyz 2 5
Ru 0.28 -0.05 0.01
H -0.78 -1.17 0.71
H -0.70 1.16 1.80
P -0.10 -2.35 -0.36
P -0.09 2.27 -0.35
C 1.40 3.25 0.05
H 1.26 4.31 -0.21
H 1.62 3.18 1.13
H 2.25 2.85 -0.51
C -0.40 2.69 -2.09
H -1.35 2.24 -2.40
H -0.45 3.78 -2.23
H 0.41 2.27 -2.69
C -1.42 3.21 0.52
H -1.27 3.18 1.61
H -1.41 4.26 0.21
H -2.40 2.78 0.28
C -0.24 -2.68 -2.13
H -0.31 -3.76 -2.32
H -1.12 -2.19 -2.54
H 0.65 -2.29 -2.64
C 1.33 -3.29 0.21
H 1.43 -3.22 1.29
H 1.23 -4.35 -0.06
H 2.24 -2.90 -0.26
C -1.54 -3.27 0.34
H -2.47 -2.78 0.01
H -1.55 -4.33 0.04
H -1.51 -3.21 1.44
C 1.93 0.00 0.74
O 2.96 -0.02 1.31
H 0.69 0.01 -1.52
S 0.08 -0.01 4.96
C -0.19 0.22 3.44
N -0.46 0.22 2.23
*
```

## Properties
HOMO (alpha / beta) = -0.5157 / -0.5981 hartree
E = -44147.48559 eV
Energy relative to the best compared isomer or geometry (same formula, charge and spin) = 0.0 kJ/mol
Expectation value of S² = 6.016
Largest force on an atom = 10.5 eV Å⁻¹